(1)
The following is a DFT calculation (wB97M-V/def2-TZVPD) of a 2-piece molecular cluster, C3H8N2O overall.

Structure (XYZ):
```
14
Properties=species:S:1:pos:R:3:forces:R:3:lowdin_charge:R:1
O 1.4978 1.5823 -0.2544 -0.1 1.7 -2.5 0.352
N 1.9777 -0.6464 0.0818 -0.1 1.7 -3.9 0.112
N -2.3893 -0.6276 0.5585 -0.3 -0.1 -0.6 0.028
C 1.7530 0.5807 -0.7000 0.5 -1.9 5.8 0.053
C -2.5393 0.4711 -0.3833 0.2 -0.4 0.6 -0.196
C 0.6233 -1.0013 0.6139 -0.8 -0.5 -0.5 -0.039
H 0.7149 -1.6095 1.5199 0.4 0.1 -0.2 0.128
H 0.0950 -0.0759 0.8217 0.1 -0.2 0.4 0.066
H 2.4223 -1.2732 -0.5945 -0.1 -0.9 0.7 0.152
H -2.8400 0.2539 -1.4109 0.0 -0.2 0.1 0.075
H -2.4664 -1.4987 0.0264 -0.2 -0.1 0.1 0.036
H -1.5023 0.8356 -0.3838 -0.1 0.8 -0.4 0.045
H -3.2030 1.2382 0.0360 0.4 0.0 0.0 0.088
H 0.0357 -1.5244 -0.1506 0.2 -0.1 0.4 0.100
```
Positions in Å, forces in eV/Å.

Computed properties:
ΔE to the lowest compared entry with this formula, charge and spin	98.1	kcal/mol
gap between HOMO and LUMO (spin up / spin down)	5.05 / 5.34	eV
calculated total energy	-8255.6658	eV
HOMO (spin up / spin down)	-13.547 / -13.836	eV
E_LUMO (spin up / spin down)	-8.497 / -8.497	eV
charge	+1
multiplicity	2

***

(2)
The following is a DFT calculation (wB97M-V/def2-TZVPD) of one molecule with the formula C3H8N2O2.

Structure (XYZ):
```
15
Properties=species:S:1:pos:R:3:forces:R:3:lowdin_charge:R:1
O 0.2335 -0.8764 1.8312 0.5 1.6 -0.8 -0.038
O -2.0236 1.2065 -0.9616 0.4 -1.5 1.8 -0.101
N 0.5971 -1.8408 -0.2037 -1.4 -0.6 0.0 0.040
N 0.3862 0.9819 -1.3086 1.2 0.6 1.7 0.170
C 0.0960 0.6740 0.0391 -0.8 3.9 -2.8 -0.292
C -1.4398 0.6904 0.1457 0.4 0.7 -1.3 -0.307
C 0.7391 -0.6483 0.6515 2.2 -5.2 2.8 -0.550
H 0.5431 1.4459 0.7125 0.2 -0.8 -0.2 0.175
H -0.4584 1.3286 -1.8086 0.6 -0.4 0.2 0.099
H 1.9224 -0.5689 0.6519 -1.7 1.4 -0.1 0.182
H -0.0903 -2.4528 0.2991 0.5 0.9 -0.8 0.096
H -1.5891 1.4031 1.0276 0.2 -0.3 -0.1 0.192
H 1.3557 1.3140 -1.5386 -1.6 -0.6 0.2 0.146
H -1.7218 -0.2809 0.5534 -1.0 0.0 -0.4 0.127
H 1.4501 -2.3762 -0.0908 0.2 0.2 -0.2 0.061
```
Positions in Å, forces in eV/Å.

Computed properties:
ΔE to the lowest compared entry with this formula, charge and spin	182.8	kcal/mol
gap between HOMO and LUMO	5.04	eV
calculated total energy	-10309.0265	eV
HOMO	-8.930	eV
E_LUMO	-3.891	eV

***

Repeat the first record exactly.
The following is a DFT calculation (wB97M-V/def2-TZVPD) of a 2-piece molecular cluster, C3H8N2O overall.

Structure (XYZ):
```
14
Properties=species:S:1:pos:R:3:forces:R:3:lowdin_charge:R:1
O 1.4978 1.5823 -0.2544 -0.1 1.7 -2.5 0.352
N 1.9777 -0.6464 0.0818 -0.1 1.7 -3.9 0.112
N -2.3893 -0.6276 0.5585 -0.3 -0.1 -0.6 0.028
C 1.7530 0.5807 -0.7000 0.5 -1.9 5.8 0.053
C -2.5393 0.4711 -0.3833 0.2 -0.4 0.6 -0.196
C 0.6233 -1.0013 0.6139 -0.8 -0.5 -0.5 -0.039
H 0.7149 -1.6095 1.5199 0.4 0.1 -0.2 0.128
H 0.0950 -0.0759 0.8217 0.1 -0.2 0.4 0.066
H 2.4223 -1.2732 -0.5945 -0.1 -0.9 0.7 0.152
H -2.8400 0.2539 -1.4109 0.0 -0.2 0.1 0.075
H -2.4664 -1.4987 0.0264 -0.2 -0.1 0.1 0.036
H -1.5023 0.8356 -0.3838 -0.1 0.8 -0.4 0.045
H -3.2030 1.2382 0.0360 0.4 0.0 0.0 0.088
H 0.0357 -1.5244 -0.1506 0.2 -0.1 0.4 0.100
```
Positions in Å, forces in eV/Å.

Computed properties:
ΔE to the lowest compared entry with this formula, charge and spin	98.1	kcal/mol
gap between HOMO and LUMO (spin up / spin down)	5.05 / 5.34	eV
calculated total energy	-8255.6658	eV
HOMO (spin up / spin down)	-13.547 / -13.836	eV
E_LUMO (spin up / spin down)	-8.497 / -8.497	eV
charge	+1
multiplicity	2

***

Copy entry 2 word for word.
The following is a DFT calculation (wB97M-V/def2-TZVPD) of one molecule with the formula C3H8N2O2.

Structure (XYZ):
```
15
Properties=species:S:1:pos:R:3:forces:R:3:lowdin_charge:R:1
O 0.2335 -0.8764 1.8312 0.5 1.6 -0.8 -0.038
O -2.0236 1.2065 -0.9616 0.4 -1.5 1.8 -0.101
N 0.5971 -1.8408 -0.2037 -1.4 -0.6 0.0 0.040
N 0.3862 0.9819 -1.3086 1.2 0.6 1.7 0.170
C 0.0960 0.6740 0.0391 -0.8 3.9 -2.8 -0.292
C -1.4398 0.6904 0.1457 0.4 0.7 -1.3 -0.307
C 0.7391 -0.6483 0.6515 2.2 -5.2 2.8 -0.550
H 0.5431 1.4459 0.7125 0.2 -0.8 -0.2 0.175
H -0.4584 1.3286 -1.8086 0.6 -0.4 0.2 0.099
H 1.9224 -0.5689 0.6519 -1.7 1.4 -0.1 0.182
H -0.0903 -2.4528 0.2991 0.5 0.9 -0.8 0.096
H -1.5891 1.4031 1.0276 0.2 -0.3 -0.1 0.192
H 1.3557 1.3140 -1.5386 -1.6 -0.6 0.2 0.146
H -1.7218 -0.2809 0.5534 -1.0 0.0 -0.4 0.127
H 1.4501 -2.3762 -0.0908 0.2 0.2 -0.2 0.061
```
Positions in Å, forces in eV/Å.

Computed properties:
ΔE to the lowest compared entry with this formula, charge and spin	182.8	kcal/mol
gap between HOMO and LUMO	5.04	eV
calculated total energy	-10309.0265	eV
HOMO	-8.930	eV
E_LUMO	-3.891	eV